Below is 6 unconnected molecules or ions with the total composition C18H38BFN3O21S5, with properties calculated with ωB97M-V with the def2-TZVPD basis set.

Last column: Löwdin charge in e.
Element x y z (Å)
C 1.834 6.091 3.890  -0.116
N 2.059 4.792 4.507  -0.100
C 1.193 3.735 4.020  -0.177
C 1.348 3.328 2.525  -0.171
C 2.096 2.048 2.378  0.057
N 1.812 1.388 1.326  0.111
B 2.322 0.044 0.817  -0.600
N 1.824 -1.155 1.440  0.187
O 3.169 0.187 -0.215  0.231
C 0.824 2.175 0.529  -0.046
C 0.113 2.999 1.614  -0.206
C -0.743 4.078 0.930  -0.116
C -1.105 5.339 1.683  -0.172
F -1.571 5.021 2.965  -0.056
H 2.394 6.846 4.440  0.087
H 2.134 6.159 2.833  0.073
H 0.776 6.336 3.961  0.078
H 3.031 4.525 4.388  0.089
H 0.157 4.010 4.194  0.113
H 1.389 2.854 4.641  0.113
H 1.980 4.069 2.002  0.168
H 2.809 1.651 3.094  0.157
H 1.214 -1.676 0.813  0.080
H 2.582 -1.810 1.619  0.084
H 3.374 -0.655 -0.652  0.110
H 1.407 2.855 -0.100  0.155
H 0.194 1.552 -0.098  0.113
H -0.525 2.320 2.187  0.166
H -0.235 4.390 0.011  0.131
H -1.663 3.579 0.625  0.106
H -1.912 5.864 1.170  0.125
H -0.268 6.028 1.787  0.106
C -4.281 2.392 -2.981  -0.121
C -4.492 0.920 -2.690  -0.125
O -3.137 0.430 -2.470  -0.182
S -2.274 1.551 -1.777  0.561
O -2.226 1.350 -0.365  -0.241
O -1.042 1.684 -2.475  -0.226
O -3.225 2.775 -2.066  -0.186
H -3.940 2.569 -4.000  0.139
H -5.151 3.003 -2.761  0.142
H -4.935 0.372 -3.515  0.109
H -5.073 0.749 -1.785  0.142
C -6.423 -3.895 -5.641  -0.134
C -5.344 -2.884 -5.970  -0.144
O -6.031 -1.618 -5.915  -0.193
S -7.191 -1.672 -4.823  0.587
O -6.758 -1.051 -3.616  -0.242
O -8.393 -1.238 -5.431  -0.204
O -7.182 -3.237 -4.606  -0.174
H -7.080 -4.093 -6.487  0.140
H -6.012 -4.820 -5.250  0.100
H -4.929 -3.000 -6.967  0.138
H -4.548 -2.890 -5.224  0.128
C 4.862 -5.318 -0.807  -0.129
C 5.320 -4.127 -1.627  -0.134
O 4.142 -3.770 -2.382  -0.179
S 2.832 -4.086 -1.555  0.590
O 2.317 -2.899 -0.948  -0.244
O 1.962 -4.866 -2.353  -0.204
O 3.517 -4.954 -0.423  -0.182
H 4.828 -6.237 -1.391  0.141
H 5.440 -5.467 0.100  0.140
H 6.109 -4.360 -2.335  0.142
H 5.612 -3.284 -1.000  0.133
C 4.385 1.795 6.282  -0.160
C 5.677 1.108 5.877  -0.154
O 6.397 2.140 5.186  -0.192
S 6.121 3.553 5.883  0.597
O 7.122 3.834 6.841  -0.194
O 5.780 4.480 4.864  -0.224
O 4.801 3.104 6.669  -0.186
H 3.686 1.875 5.444  0.104
H 3.891 1.329 7.131  0.141
H 5.534 0.281 5.187  0.132
H 6.251 0.778 6.744  0.138
C -1.768 -5.397 -3.169  -0.145
C -2.482 -4.748 -1.998  -0.150
O -3.868 -5.020 -2.266  -0.190
S -4.023 -6.451 -2.951  0.598
O -4.339 -7.443 -1.993  -0.198
O -4.832 -6.282 -4.107  -0.229
O -2.497 -6.620 -3.369  -0.182
H -1.832 -4.790 -4.074  0.133
H -0.734 -5.652 -2.963  0.124
H -2.358 -3.670 -1.959  0.133
H -2.202 -5.199 -1.046  0.136

Summary:
* Kohn-Sham gap: 8.314 eV
* ΔE to the lowest compared entry with this formula, charge and spin: 0.0000 eV
* total charge: +1
* HOMO level: -0.422 Eh
* largest force on an atom: 0.52 eV/Å


Below is a gas-phase ion, C8H16IN3 (charge +2) at a distorted geometry, with properties calculated with ωB97M-V with the def2-TZVPD basis set.

Last column: natural (NBO) charge in e.
Element x y z (Å)
C -0.089 2.159 -0.098  0.512
C -2.386 -0.850 0.835  -0.432
C -1.302 -1.987 0.579  -0.452
C -1.840 0.550 1.189  -0.404
C -0.209 -1.521 -0.402  -0.177
C -0.863 0.963 0.070  -0.169
C 1.342 0.499 -0.728  -0.005
C 4.766 -0.713 -0.705  -0.778
N 1.131 1.883 -0.546  -0.581
N -0.527 3.387 -0.049  -0.674
N 0.150 -0.071 0.086  -0.430
I 3.234 0.131 0.454  0.672
H -3.121 -0.730 -0.016  0.238
H -3.100 -1.074 1.735  0.278
H -0.777 -2.246 1.476  0.225
H -2.009 -2.865 0.284  0.292
H -2.618 1.252 1.219  0.247
H -1.382 0.693 2.188  0.230
H 0.675 -2.141 -0.299  0.242
H -0.418 -1.467 -1.428  0.244
H -1.589 0.683 -0.791  0.295
H 5.608 -0.050 -0.717  0.270
H 5.121 -1.842 -0.497  0.309
H 4.429 -0.649 -1.762  0.271
H 1.835 2.674 -0.715  0.475
H -1.482 3.678 0.033  0.448
H 0.090 4.109 -0.085  0.419
H 0.530 -0.134 1.085  0.433

Summary:
* Kohn-Sham gap: 7.835 eV
* ΔE to the lowest compared entry with this formula, charge and spin: 3.9103 eV
* total charge: +2
* HOMO level: -0.572 Eh
* largest force on an atom: 4.99 eV/Å


Below is a single C6H8 molecule at a distorted geometry, with properties calculated with ωB97M-V with the def2-TZVPD basis set.

Last column: natural (NBO) charge in e.
Element x y z (Å)
C 2.394 -1.642 -0.227  -0.307
C 1.859 -0.569 -0.001  -0.023
C 0.852 0.220 0.662  -0.495
C -0.286 0.819 -0.171  -0.233
C -1.694 0.779 0.360  -0.414
C -1.296 -0.096 -0.794  -0.414
H 3.209 -2.126 -0.687  0.228
H 0.866 -0.902 1.059  0.336
H 1.189 0.889 1.465  0.237
H -0.051 1.712 -0.765  0.221
H -2.358 1.619 0.164  0.216
H -1.838 0.309 1.328  0.214
H -1.168 -1.159 -0.612  0.217
H -1.677 0.147 -1.782  0.217

Summary:
* Kohn-Sham gap: 10.032 eV
* ΔE to the lowest compared entry with this formula, charge and spin: 3.6587 eV
* HOMO level: -0.333 Eh
* largest force on an atom: 3.64 eV/Å


Below is a molecular structure, C5H11N, with properties calculated with ωB97M-V with the def2-TZVPD basis set.

Last column: natural (NBO) charge in e.
Element x y z (Å)
C 0.776 -1.733 1.124  -0.619
C 1.108 -0.254 0.970  -0.215
N -0.091 0.547 0.861  -0.356
C -0.483 1.858 0.310  -0.393
C -1.154 0.494 0.121  0.127
C -0.602 0.510 -1.960  -0.949
H 1.693 -2.325 1.217  0.222
H 0.168 -1.910 2.017  0.214
H 0.225 -2.105 0.251  0.211
H 1.647 0.124 1.842  0.206
H 1.736 -0.080 0.082  0.204
H -0.864 2.478 1.132  0.178
H -0.367 1.514 -1.058  0.293
H -1.992 -0.183 0.023  0.229
H -1.631 0.374 -2.292  0.208
H -0.079 -0.447 -1.927  0.203
H -0.090 1.139 -2.714  0.237

Summary:
* Kohn-Sham gap: 8.755 eV
* ΔE to the lowest compared entry with this formula, charge and spin: 6.5628 eV
* HOMO level: -0.284 Eh
* largest force on an atom: 0.94 eV/Å


Below is a molecular structure, C19H42NiP2Si at a distorted geometry, with properties calculated with ωB97M-V with the def2-TZVPD basis set.

Last column: natural (NBO) charge in e.
Element x y z (Å)
P -2.806 -0.759 -1.893  1.668
P -1.980 -1.146 2.082  1.674
C -3.424 -1.797 -0.508  -0.748
C -3.451 -1.354 0.981  -0.720
H -2.989 -2.809 -0.610  0.250
H -4.484 -1.942 -0.782  0.263
H -4.086 -0.460 1.110  0.263
H -3.985 -2.156 1.522  0.250
C -1.654 -2.817 2.708  -0.964
H -0.759 -2.826 3.345  0.269
H -1.510 -3.522 1.876  0.260
H -2.527 -3.118 3.299  0.246
C -2.746 -0.333 3.523  -0.971
H -3.400 -1.065 4.012  0.238
H -3.335 0.534 3.191  0.258
H -1.971 0.000 4.228  0.258
C -2.906 -1.973 -3.275  -0.998
H -2.365 -1.597 -4.152  0.245
H -3.956 -2.134 -3.548  0.213
H -2.462 -2.929 -2.967  0.227
C -4.220 0.319 -2.345  -0.997
H -4.622 0.846 -1.466  0.228
H -5.007 -0.307 -2.786  0.206
H -3.891 1.058 -3.090  0.251
Ni 3.002 2.176 -0.762  0.611
C -0.606 -0.133 1.817  -0.649
C 0.018 -1.312 1.220  -0.137
C -0.247 -1.865 -0.117  -0.492
C 0.116 -1.059 -1.374  -0.401
C -1.070 -0.406 -2.086  -0.594
C -1.740 0.762 -1.482  -0.615
C -1.864 1.189 -0.052  -0.397
C -0.681 1.125 0.913  -0.416
C 2.326 2.444 -2.567  -1.263
H -0.155 0.129 2.787  0.287
H 0.752 -1.839 1.830  0.216
H -1.322 -2.117 -0.201  0.194
H 0.231 -2.865 -0.166  0.236
H 0.863 -0.276 -1.149  0.257
H 0.583 -1.766 -2.083  0.221
H -0.868 -0.302 -3.161  0.250
H -1.901 1.579 -2.186  0.225
H -2.730 0.695 0.420  0.144
H -2.204 2.235 -0.090  0.241
H 0.273 1.259 0.392  0.297
H -0.756 1.989 1.585  0.226
H 2.230 3.528 -2.769  0.187
H 1.337 1.951 -2.571  0.165
H 2.999 1.980 -3.309  0.182
C 4.729 -0.260 -0.038  -1.112
Si 4.637 1.472 0.691  1.582
C 5.682 1.654 2.232  -1.120
C 5.227 2.700 -0.644  -1.153
C 2.806 1.815 1.044  -1.493
H 5.785 -0.546 -0.131  0.215
H 4.253 -0.345 -1.026  0.244
H 4.234 -0.959 0.648  0.217
H 6.687 1.245 2.046  0.215
H 5.776 2.710 2.523  0.232
H 5.219 1.105 3.065  0.232
H 4.539 3.053 -1.441  0.253
H 5.615 3.588 -0.124  0.232
H 6.085 2.234 -1.153  0.232
H 2.144 0.998 1.383  0.176
H 2.528 2.720 1.627  0.207

Summary:
* Kohn-Sham gap (alpha / beta): 4.216 / 3.605 eV
* ΔE to the lowest compared entry with this formula, charge and spin: 2.6194 eV
* ⟨S²⟩: 2.011
* HOMO level (alpha / beta): -0.174 / -0.169 Eh
* multiplicity: 3
* largest force on an atom: 3.46 eV/Å


Below is a single C5H11N molecule at a distorted geometry, with properties calculated with ωB97M-V with the def2-TZVPD basis set.

Last column: natural (NBO) charge in e.
Element x y z (Å)
C 1.360 -1.009 2.289  -0.392
C 0.831 -0.659 1.166  -0.179
C 0.006 0.397 0.674  -0.465
C -0.230 0.489 -0.885  -0.019
C -0.656 -0.878 -1.552  -0.622
N -1.020 1.585 -1.279  -0.895
H 1.909 -1.951 2.529  0.203
H 1.270 -0.449 3.201  0.183
H 0.785 -1.611 0.370  0.171
H -1.110 0.238 1.111  0.220
H 0.391 1.467 1.090  0.214
H 0.801 0.595 -1.437  0.168
H -0.608 -0.661 -2.682  0.218
H 0.024 -1.646 -1.292  0.211
H -1.742 -1.192 -1.444  0.202
H -1.989 1.525 -1.491  0.392
H -0.452 2.554 -1.149  0.390

Summary:
* Kohn-Sham gap: 9.845 eV
* ΔE to the lowest compared entry with this formula, charge and spin: 2.7944 eV
* HOMO level: -0.320 Eh
* largest force on an atom: 6.39 eV/Å


Repeat the fourth record exactly.
Below is a molecular structure, C5H11N, with properties calculated with ωB97M-V with the def2-TZVPD basis set.

Last column: natural (NBO) charge in e.
Element x y z (Å)
C 0.776 -1.733 1.124  -0.619
C 1.108 -0.254 0.970  -0.215
N -0.091 0.547 0.861  -0.356
C -0.483 1.858 0.310  -0.393
C -1.154 0.494 0.121  0.127
C -0.602 0.510 -1.960  -0.949
H 1.693 -2.325 1.217  0.222
H 0.168 -1.910 2.017  0.214
H 0.225 -2.105 0.251  0.211
H 1.647 0.124 1.842  0.206
H 1.736 -0.080 0.082  0.204
H -0.864 2.478 1.132  0.178
H -0.367 1.514 -1.058  0.293
H -1.992 -0.183 0.023  0.229
H -1.631 0.374 -2.292  0.208
H -0.079 -0.447 -1.927  0.203
H -0.090 1.139 -2.714  0.237

Summary:
* Kohn-Sham gap: 8.755 eV
* ΔE to the lowest compared entry with this formula, charge and spin: 6.5628 eV
* HOMO level: -0.284 Eh
* largest force on an atom: 0.94 eV/Å